18
Properties=species:S:1:pos:R:3:forces:R:3:mulliken_charge:R:1 method="wB97M-V/def2-TZVPD" lumo_ha=-0.135 total_energy_ev=-16660.82037 smiles=C[C@H]([NH3+])CCS max_force_ev_per_a=3.1 charge=+1
C 1.654539 0.486051 -1.287895 0.8419 -2.1780 0.5559 -1.406
C 0.641159 0.227291 -0.181648 0.6655 2.9445 0.5939 -0.029
N 1.112399 -0.763662 0.837933 0.4478 1.4612 1.7269 -0.193
C -0.753230 -0.086086 -0.643804 -0.2353 -0.0541 -1.6858 -0.358
C -1.835919 -0.309895 0.431783 2.1096 1.5929 -0.2350 -1.114
S -1.733993 0.838644 1.859016 -1.5859 0.8435 -0.6572 -0.216
H 1.950101 -0.495437 -1.758122 -0.4018 0.8854 0.0734 0.366
H 2.604173 0.859310 -0.827047 -0.8910 0.3014 -0.7678 0.381
H 1.151877 1.098893 -2.030174 0.5655 0.3146 -0.0261 0.382
H 0.630893 1.194891 0.389978 -0.2853 -0.8968 -0.2087 0.362
H 1.277947 -1.661819 0.443930 -0.4201 -1.3553 -0.2795 0.364
H 0.372348 -0.700961 1.572033 0.7054 -0.9335 -0.3750 0.324
H 2.014717 -0.528902 1.328595 -0.9633 0.1948 -0.7429 0.383
H -1.105280 0.835857 -1.216744 0.7221 -1.3573 0.2929 0.317
H -0.582115 -0.988093 -1.359638 -1.0885 1.3596 0.9544 0.282
H -1.696926 -1.221044 0.875321 0.0747 -2.6559 0.9491 0.466
H -2.769188 -0.300392 -0.029797 -1.6038 0.0991 -0.5313 0.487
H -2.933501 1.515353 1.596280 1.3425 -0.5660 0.3630 0.201

***

125
Properties=species:S:1:pos:R:3:forces:R:3:mulliken_charge:R:1 method="wB97M-V/def2-TZVPD" lumo_ha=0.002 total_energy_ev=-143531.61249 smiles="O=C1OC[C@@H](F)O1.O=C1OC[C@@H](F)O1.O=C1OC[C@@H](F)O1.O=S1(=O)CCCC1.O=S1(=O)CCCC1.O=S1(=O)CCCC1.O=S1(=O)CCCC1.O=S1(=O)CCCC1.c1cc[nH]c1.c1cc[nH]c1" max_force_ev_per_a=6.5
O -2.243464 4.133527 0.919299 0.7953 0.2080 2.3409 -0.589
C -1.923088 3.907020 2.079479 -1.0573 3.9160 -3.7454 0.305
O -1.684771 4.889904 3.049704 -1.3249 0.3439 -2.8845 -0.387
C -1.180119 4.294580 4.169397 0.9939 -2.5474 0.9373 -0.233
C -1.687634 2.849734 3.942680 1.4477 -0.9006 0.6251 1.061
F -2.917531 2.809433 4.452468 -1.9360 -0.0803 0.3579 -0.307
O -1.777805 2.723583 2.528423 0.4416 -1.8865 2.1990 0.268
H -0.093848 4.378244 4.136154 0.0758 -0.1459 0.4252 0.161
H -1.617038 4.598490 5.120629 0.0471 0.5302 -0.2805 0.363
H -1.207075 1.947129 4.320137 0.6331 0.5610 -0.1138 -0.579
O -6.017697 -0.277395 4.247473 1.4062 0.3707 -4.9781 -0.616
C -5.629880 -0.175999 3.053879 -0.2496 -0.5078 6.4643 0.450
O -6.316902 0.192733 2.029439 -3.2228 0.7321 -0.8556 -0.314
C -5.652493 -0.091104 0.843902 2.2364 -1.3103 -1.0107 -0.326
C -4.216998 -0.040624 1.374933 -0.9235 -2.7127 -2.5729 0.453
F -3.861114 1.187940 1.204153 1.9370 3.9353 0.2826 -0.323
O -4.349292 -0.399991 2.665552 0.4239 -0.4501 2.2371 -0.165
H -5.801362 -1.111408 0.490476 -0.7651 -0.0158 -0.0289 0.254
H -5.728831 0.627654 0.028023 -0.6330 0.0869 0.4572 0.376
H -3.474407 -0.683954 0.902953 -0.1435 -0.2285 -0.1311 0.151
O -0.016638 -1.009666 -2.312238 0.0439 -0.2361 -1.7959 -0.437
C -0.111690 -0.777117 -1.170220 -1.1144 1.1723 1.1409 0.376
O -0.933568 0.202987 -0.625589 1.3228 -1.7084 -0.3700 -0.150
C -0.506331 0.298162 0.739779 0.6734 0.8851 -0.2256 0.761
C 0.055446 -1.061853 1.067343 0.0486 1.5440 -0.3774 0.411
F -0.970464 -1.808686 1.479939 -1.3358 -2.0392 -0.0558 -0.355
O 0.562264 -1.453005 -0.215248 -0.3293 -0.2858 1.5064 -0.310
H 0.393247 0.913633 0.731940 -0.3674 0.9142 0.3644 -0.573
H -1.361586 0.682323 1.295724 0.5514 -0.1467 0.3540 -0.219
H 0.772013 -1.106141 1.887508 0.4886 0.1167 -0.6132 0.300
O -1.009598 -2.040875 -8.037608 1.7251 -1.3081 2.3261 -0.697
S -0.306648 -2.788578 -6.943391 -0.3300 0.0135 -1.3297 1.063
O 1.185993 -2.858056 -6.859960 -2.8183 0.8141 0.0129 -0.597
C -1.181051 -2.460132 -5.340030 0.3069 -0.5421 -0.1812 -0.473
C -2.419776 -3.422296 -5.268116 -0.1300 0.8128 -0.7694 -0.228
C -2.350405 -4.589887 -6.291064 2.4727 0.3496 0.1951 -0.706
C -0.866276 -4.489623 -6.928756 -0.9685 -1.5058 0.5140 -0.844
H -1.333334 -1.395165 -5.164672 -0.2876 -0.0877 -0.3966 0.433
H -0.469683 -2.772902 -4.575684 0.1570 -0.0443 -0.0516 0.133
H -2.480627 -3.771610 -4.237394 -0.0895 -0.0293 -0.1778 0.266
H -3.377425 -2.983143 -5.547668 0.2379 0.8659 0.5980 0.157
H -3.171311 -4.541914 -7.006551 0.4076 0.0524 -0.1366 0.359
H -2.471746 -5.467827 -5.656564 0.2497 -0.4454 -0.6757 0.305
H -0.619425 -5.054594 -7.827631 -0.7541 0.6965 -0.7527 0.532
H -0.132619 -5.020916 -6.322462 -0.1337 0.3995 0.9256 0.328
O 3.674522 -2.952977 -1.831267 1.4770 1.5270 -2.0684 -0.658
S 4.441472 -2.082812 -2.783203 -0.4461 -1.4178 1.7245 1.120
O 5.896599 -2.022290 -2.640907 -0.9258 -0.5600 -0.6931 -0.686
C 3.810354 -2.335650 -4.535961 -0.4668 0.7712 0.4532 -0.705
C 3.521582 -0.876402 -5.138390 1.3911 -1.8359 0.9157 -0.398
C 4.044831 0.105204 -4.082274 -1.1455 2.0584 -0.1737 -0.728
C 3.907603 -0.403140 -2.647945 -0.4852 -0.3352 -0.5065 0.453
H 2.840170 -2.808375 -4.383080 0.1261 -0.1442 0.1443 0.208
H 4.432112 -3.058401 -5.064310 0.2548 0.4335 -0.0173 0.499
H 4.068713 -0.668168 -6.057841 -0.1587 -0.3696 -0.0599 0.377
H 2.451751 -0.845208 -5.344729 0.1393 0.3190 0.1900 0.092
H 3.441047 1.004225 -4.205997 -0.3138 0.1758 0.3446 0.233
H 5.011249 0.538957 -4.339180 0.4456 -0.8168 0.2741 0.443
H 2.876037 -0.494270 -2.307848 -0.2081 0.3273 -0.2307 -0.552
H 4.481686 0.097990 -1.868599 0.1694 -0.0640 -0.2862 0.266
O 1.663126 2.581302 -1.655422 0.2782 0.0190 -0.9502 -0.128
S 1.032235 3.359607 -2.718392 -1.6330 -0.5349 2.0995 0.746
O 1.748725 3.681843 -3.938903 -0.5193 -0.0012 0.7846 -0.712
C -0.605020 2.561277 -3.127125 0.7567 0.3408 0.4074 0.331
C -1.535420 3.731022 -3.331442 0.2266 0.7870 -1.7418 -0.780
C -1.059642 5.077406 -2.707779 0.4866 -0.2755 0.7939 -0.777
C 0.217777 4.821427 -1.876907 -0.4430 -0.2370 -0.8060 -0.359
H -1.058514 1.959291 -2.339680 1.0348 -0.0981 0.4303 -0.525
H -0.421228 1.907994 -3.980081 -0.1023 0.2656 -0.1616 0.486
H -1.489058 3.971442 -4.393581 -0.7608 -0.3322 -0.1996 0.212
H -2.537952 3.442136 -3.015894 0.0402 0.2941 -0.1746 0.488
H -1.865684 5.406116 -2.051761 0.2720 0.3575 0.0521 0.297
H -0.857791 5.842555 -3.457368 -0.2481 -0.1950 -0.1169 0.353
H -0.143104 4.556765 -0.883014 0.6342 -0.6710 0.0465 -0.098
H 0.923254 5.644877 -1.765880 -0.0305 -0.0946 -0.3069 0.613
O 0.123413 -0.128912 4.203447 1.2153 0.4778 1.1284 -0.304
S 1.062735 0.406141 5.208746 1.8909 -1.1451 -1.4943 1.098
O 0.808570 1.714326 5.745168 -0.3609 0.1360 0.5142 -0.738
C 1.454254 -0.855308 6.584473 -1.4622 0.6483 -1.2242 -0.558
C 2.950530 -1.083463 6.558933 0.0128 -0.0944 -0.3677 -0.711
C 3.652603 0.112993 5.899125 -0.2821 -0.0524 0.5590 -0.879
C 2.918638 0.466919 4.597410 -1.0003 -0.5133 1.3876 -0.138
H 0.864558 -1.748382 6.377684 0.0678 -0.0080 -0.3343 0.136
H 0.962042 -0.409606 7.448869 0.6364 0.2247 0.2596 0.480
H 3.270696 -1.305543 7.576908 0.3497 0.1316 -0.1334 0.356
H 3.192612 -1.932276 5.919393 -0.2801 -0.3496 0.2189 0.295
H 4.701159 -0.116601 5.709631 -0.0164 0.0164 -0.0235 0.424
H 3.608494 0.912236 6.638976 0.1020 0.4839 -0.3594 0.362
H 3.055935 -0.318537 3.854225 -0.1026 0.0792 -0.1031 0.395
H 3.241920 1.446674 4.245747 -0.7311 -0.0162 -0.1916 -0.223
O 2.650665 4.490310 0.291223 0.1162 -0.6932 1.6901 -0.601
S 2.919042 3.526467 1.362058 2.0133 -0.5808 -0.7026 0.866
O 1.870459 3.092515 2.292021 0.6959 0.3845 -0.8631 -0.335
C 3.813712 2.039334 0.562643 -0.5423 1.3892 -0.2365 -0.465
C 5.114229 1.818363 1.331419 -0.9742 -0.0396 1.3570 -0.316
C 5.671820 3.196826 1.733283 -1.5435 1.1419 -0.3744 -0.746
C 4.485641 3.984627 2.381279 -1.8392 -0.8474 -0.0763 -0.798
H 4.051554 2.390139 -0.441575 -0.3048 0.0991 -0.0686 0.371
H 3.023229 1.293655 0.477679 0.4634 -0.3759 0.2367 0.073
H 4.845452 1.338532 2.272494 0.1092 -0.3844 0.1636 0.020
H 5.839789 1.163868 0.848403 -0.1108 0.2431 -0.2861 0.411
H 5.878686 3.745020 0.814160 0.7226 0.0303 0.0556 0.305
H 6.515568 3.139204 2.420938 0.0189 0.0587 -0.2739 0.442
H 4.384922 5.059758 2.529774 0.8925 0.1414 -0.6875 0.522
H 4.199356 3.610188 3.364101 0.1923 -0.4480 0.0757 0.266
C -2.085435 -3.657062 6.207783 1.3423 1.3883 -1.1382 -0.678
C -2.359811 -4.837868 5.515327 -0.9756 0.2028 -1.3755 -0.656
C -2.302091 -4.532890 4.142237 0.0221 -0.9533 1.0199 -0.374
N -1.872508 -3.254832 3.994417 0.2559 -0.3684 0.9350 0.272
C -1.652319 -2.706819 5.247141 -1.2967 -0.4091 0.4542 -0.560
H -2.201380 -3.528171 7.273785 0.2940 0.1857 -0.0897 0.392
H -2.739104 -5.724841 6.000940 0.0746 -0.1317 -0.3828 0.372
H -2.545479 -5.130973 3.276518 0.1408 -0.0435 0.1176 0.398
H -1.673359 -2.864024 3.084630 0.0544 0.2727 0.4564 0.281
H -1.433797 -1.651685 5.320287 0.0643 -0.1757 0.0963 0.669
C -3.161484 -2.442953 -1.872850 -1.9740 -1.0001 -0.0655 0.048
C -3.549633 -1.321963 -2.612087 -0.2796 0.7533 0.0424 0.570
C -4.926431 -1.343664 -2.793929 0.3547 0.4349 -0.6920 -1.648
N -5.430442 -2.497255 -2.227828 1.9487 -0.1759 -0.3989 0.069
C -4.336220 -3.191614 -1.763621 0.6219 -0.7003 1.2758 -1.381
H -2.170252 -2.585961 -1.468633 -0.1734 -0.5538 -0.1694 0.590
H -2.751473 -0.667019 -2.928914 -0.6516 0.7279 -0.2042 0.474
H -5.567168 -0.684164 -3.360420 0.0806 0.0160 0.1366 0.488
H -6.298917 -2.968636 -2.436722 0.0747 0.4521 0.0213 0.244
H -4.483824 -4.183428 -1.362478 0.0184 0.0908 0.1938 0.474

***

9
Properties=species:S:1:pos:R:3:forces:R:3:mulliken_charge:R:1 method="wB97M-V/def2-TZVPD" lumo_ha=0.035 total_energy_ev=-19424.75825 smiles=CO[C@@H](F)Cl max_force_ev_per_a=5.6
C -1.047083 0.246734 -0.727675 1.1188 -1.8940 1.0952 -0.622
O 0.024932 0.831868 0.075443 1.2640 -2.4911 0.3578 -0.350
C 1.017502 -0.263257 0.631509 -4.2529 3.6006 -0.0131 0.239
F 1.514664 -0.813849 -0.454177 0.6952 -0.9700 0.3298 -0.188
Cl 2.087328 0.715582 1.586813 0.7421 -0.1662 -0.1397 -0.133
H -1.848712 0.970789 -0.684660 0.1152 0.4127 -0.9993 0.279
H -1.475127 -0.567947 -0.096565 0.2081 0.0374 -0.5622 0.281
H -0.700307 -0.252742 -1.727308 -0.7511 1.5335 1.6385 0.216
H 0.426803 -0.867180 1.396621 0.8605 -0.0629 -1.7071 0.278